Computed, not measured: CH20BeO9 as an isolated structure in a non-equilibrium geometry, with ωB97M-V with the def2-TZVPD basis set.

CARTESIAN COORDINATES (ANGSTROEM)
Be -1.960 -10.002 23.769
O -3.330 -11.805 23.319
H -3.016 -12.715 23.351
H -4.244 -11.838 23.626
O -2.052 -8.054 25.440
H -1.306 -7.537 25.121
H -2.313 -7.619 26.262
O -0.981 -8.126 22.786
H -0.800 -7.804 21.895
H -0.218 -7.849 23.307
O -0.350 -11.526 22.593
H -0.004 -11.180 21.761
H -0.400 -12.479 22.460
O -2.413 -10.031 21.379
H -3.125 -10.317 20.794
H -1.897 -9.407 20.861
O -3.536 -10.377 25.595
H -4.226 -9.794 25.933
H -3.400 -11.033 26.287
O 0.325 -9.734 24.468
H 0.814 -9.194 25.101
H 0.925 -10.444 24.208
O -1.067 -12.007 25.297
H -0.991 -12.882 24.900
H -1.499 -12.174 26.142
C -5.156 -8.951 22.957
O -3.831 -8.565 23.313
H -5.979 -8.341 23.338
H -5.292 -8.907 21.874
H -5.389 -9.959 23.303
H -3.850 -7.721 23.776

Summary:
F_max ... 0.0242 Eh/bohr
E ... -20174.94871 eV
Gap between HOMO and LUMO ... 0.3790 Eh
Charge ... +2
LUMO level ... -7.12 eV